1.
Density functional theory data (the ωB97M-V functional and the def2-TZVPD basis) for a structure of composition C22H13F4N5O5Rb.

The geometry in XYZ format:
```
50
Properties=species:S:1:pos:R:3:forces:R:3
Rb -0.828 -1.057 -0.479 0.09 0.44 -0.75
O -4.241 0.157 2.030 -0.05 0.01 0.03
C -3.337 -0.728 1.600 -0.08 -0.11 -0.02
O -3.369 -1.239 0.509 -0.39 0.06 0.20
C -2.284 -1.002 2.647 0.11 -0.09 -0.04
O -1.384 -1.919 2.108 -0.04 0.03 0.13
C -0.170 -2.090 2.841 0.22 -0.12 -0.01
C 0.839 -2.784 1.886 -0.02 0.06 0.00
O 1.256 -3.900 2.207 0.03 0.09 -0.03
O 1.101 -2.098 0.854 0.27 -0.29 0.41
H -4.798 0.393 1.273 0.03 -0.03 0.01
H -2.771 -1.373 3.557 -0.04 0.02 0.04
H -1.803 -0.046 2.892 0.00 0.03 0.01
H -0.331 -2.699 3.733 -0.13 0.00 0.00
H 0.235 -1.111 3.123 -0.05 0.02 0.03
F 0.270 6.460 0.501 0.02 -0.03 -0.01
C 0.987 5.402 0.104 -0.01 0.01 0.01
C 2.306 5.597 -0.167 0.00 0.03 0.00
F 2.793 6.833 -0.021 -0.01 -0.02 0.00
C 3.175 4.561 -0.598 0.15 0.02 -0.02
C 2.537 3.297 -0.715 -0.06 -0.01 -0.01
C 1.217 3.107 -0.441 0.00 0.04 -0.05
F 0.714 1.871 -0.618 0.09 0.02 0.01
C 0.348 4.143 -0.012 -0.15 -0.02 0.03
C -1.023 3.945 0.271 0.02 -0.01 -0.03
C -1.630 2.666 0.221 0.05 0.04 0.03
N -2.153 1.636 0.207 -0.02 0.01 0.01
C -1.921 4.985 0.646 0.03 -0.04 0.04
N -2.707 5.768 0.959 0.02 -0.03 -0.04
F 3.246 2.244 -1.125 -0.02 0.02 0.01
C 4.538 4.770 -0.893 0.02 -0.02 0.02
C 5.404 3.748 -1.377 -0.01 0.04 0.03
N 6.166 2.979 -1.776 -0.02 0.02 0.00
C 5.188 6.030 -0.751 -0.05 -0.02 -0.08
N 5.771 7.022 -0.678 0.01 -0.04 0.04
C 1.580 -3.804 -1.705 0.09 0.10 0.12
C 0.190 -4.283 -1.616 -0.13 -0.04 -0.10
C -0.246 -5.541 -1.048 0.01 0.01 0.02
C -1.598 -5.557 -1.168 0.00 0.01 -0.04
C -1.951 -4.302 -1.796 -0.09 -0.06 0.09
C -3.327 -3.826 -2.097 0.05 0.04 0.03
N -0.867 -3.554 -2.047 0.16 -0.16 -0.06
H 2.287 -4.630 -1.772 -0.02 -0.01 -0.06
H 1.802 -3.257 -0.776 0.00 -0.01 0.03
H 1.713 -3.114 -2.539 -0.03 -0.05 -0.04
H 0.400 -6.283 -0.605 0.00 0.03 -0.01
H -2.289 -6.327 -0.858 0.00 0.03 0.00
H -3.989 -4.661 -2.328 -0.01 0.01 0.01
H -3.313 -3.127 -2.932 0.00 -0.01 0.00
H -3.736 -3.300 -1.228 -0.01 -0.01 -0.01
```
Positions in Å, forces in eV/Å.

Its charge is -1. Its spin multiplicity is 1. The calculation puts the HOMO-LUMO gap (spin up / spin down) at 0.215 / 0.211 Eh.

2.
Density functional theory data (the ωB97M-V functional and the def2-TZVPD basis) for a structure of composition C22H13F5N5O3OsS.

The geometry in XYZ format:
```
50
Properties=species:S:1:pos:R:3:forces:R:3
Os 1.881 -0.082 0.705 0.58 -0.02 -0.19
O 3.911 0.592 0.850 -0.21 0.11 0.25
N 4.063 1.737 0.331 0.20 -0.15 -0.20
N 3.042 2.233 -0.211 -0.17 -0.01 0.01
O 1.820 1.571 -0.174 0.04 -0.02 -0.07
C 3.042 3.513 -0.870 0.01 0.03 0.00
C 1.966 3.840 -1.678 0.03 0.01 0.00
C 1.984 5.069 -2.321 -0.01 -0.01 0.00
C 3.052 5.935 -2.153 0.00 0.00 0.00
C 4.117 5.580 -1.335 0.01 0.00 0.01
C 4.123 4.362 -0.679 -0.02 0.02 -0.01
H 1.141 3.157 -1.806 -0.01 0.00 0.00
H 1.155 5.344 -2.959 0.00 0.00 0.00
H 3.058 6.890 -2.660 0.00 0.00 0.00
H 4.950 6.256 -1.201 0.00 0.00 0.00
H 4.944 4.076 -0.039 0.00 0.00 0.00
N -8.011 -1.142 -0.424 -0.03 0.00 0.00
C -6.873 -1.032 -0.319 0.00 0.01 0.00
C -5.449 -0.891 -0.182 0.03 0.01 0.01
C -4.923 0.204 0.500 -0.01 -0.03 -0.03
C -3.554 0.336 0.635 0.00 0.00 0.02
C -2.696 -0.626 0.098 0.07 0.00 -0.02
C -3.233 -1.715 -0.591 -0.01 0.02 -0.01
C -4.600 -1.850 -0.733 -0.02 0.01 0.01
C -1.273 -0.497 0.260 0.06 0.05 -0.05
C -0.070 -0.383 0.399 -0.30 -0.15 0.19
H -5.590 0.947 0.915 0.00 0.00 0.00
H -3.139 1.191 1.151 0.00 0.00 0.01
H -2.568 -2.450 -1.025 0.00 0.00 0.00
H -5.017 -2.691 -1.268 0.00 0.00 0.00
F -1.846 -5.402 -1.908 0.02 0.01 0.00
C -0.863 -4.585 -1.570 0.00 0.00 0.00
C -0.607 -4.337 -0.228 0.02 0.00 0.01
F -1.349 -4.920 0.706 0.01 0.01 0.00
C 0.410 -3.474 0.119 0.01 -0.03 0.04
F 0.638 -3.247 1.417 -0.01 0.00 -0.04
C 1.180 -2.837 -0.847 -0.03 -0.07 -0.05
S 2.552 -1.821 -0.402 -0.16 0.26 0.18
C 0.909 -3.102 -2.182 -0.04 0.01 -0.01
F 1.625 -2.509 -3.131 0.00 0.00 0.00
C -0.105 -3.968 -2.553 0.01 0.03 0.00
F -0.358 -4.201 -3.831 0.00 -0.01 0.00
N -0.204 -0.680 3.305 -0.10 -0.03 0.03
C 1.076 -0.544 3.560 0.18 -0.02 -0.05
N 1.564 -0.630 4.793 -0.06 -0.02 0.04
O 1.974 -0.308 2.646 -0.13 -0.04 -0.03
H -0.854 -0.894 4.044 0.00 0.00 -0.01
H -0.539 -0.649 2.336 0.04 0.01 -0.01
H 0.985 -0.829 5.589 0.00 0.00 0.00
H 2.558 -0.537 4.921 0.00 0.01 -0.01
```
Positions in Å, forces in eV/Å.

Its charge is +1. Its spin multiplicity is 1. The calculation puts the HOMO-LUMO gap at 0.238 Eh.

3.
Density functional theory data (the ωB97M-V functional and the def2-TZVPD basis) for a structure of composition C22H14Co2O7S at a distorted geometry.

The geometry in XYZ format:
```
46
Properties=species:S:1:pos:R:3:forces:R:3
C 2.624 0.300 6.376 0.08 -0.28 -0.57
O 3.023 0.392 4.990 -0.16 0.04 0.38
C 2.061 0.511 4.033 -1.00 0.31 -0.40
C 2.431 1.167 2.825 0.00 0.05 1.13
C 1.476 1.488 1.886 -0.62 -0.77 -0.23
C 0.145 0.993 2.009 0.92 0.26 2.01
S -0.902 0.804 0.702 -0.94 0.45 -0.68
C -0.234 0.433 3.259 0.49 -0.10 -0.86
C 0.706 0.124 4.224 0.94 0.63 0.62
H 3.547 0.483 6.936 -0.34 -0.06 -0.06
H 1.844 1.027 6.654 0.33 -0.05 -0.30
H 2.243 -0.706 6.595 0.14 0.15 0.02
H 3.470 1.482 2.710 -0.28 0.00 0.09
H 1.722 2.066 0.998 0.11 -0.29 0.05
H -1.280 0.181 3.386 0.09 -0.15 0.06
H 0.390 -0.323 5.173 0.17 0.15 -0.43
O -2.919 3.491 -5.706 0.73 -1.80 1.06
C -2.647 2.543 -5.103 -1.80 2.64 -1.43
Co -2.196 1.131 -4.178 -0.40 -0.66 -0.19
C -2.248 0.113 -5.606 -0.76 -1.30 -1.83
O -2.282 -0.531 -6.566 0.31 1.12 1.78
C -0.640 1.898 -3.910 4.47 0.90 0.05
O 0.379 2.452 -3.906 -2.15 -1.01 0.03
C -2.328 -0.410 -3.025 0.65 -2.39 -2.23
C -1.567 -0.636 -1.880 -0.73 0.81 -0.97
C -1.004 -1.746 -1.331 0.76 -1.70 0.33
C 0.390 -2.095 -1.036 0.50 0.06 0.24
C 1.095 -3.161 -1.647 -0.52 0.13 0.11
C 2.425 -3.400 -1.315 -0.15 -0.11 -0.03
C 3.075 -2.665 -0.315 -0.41 0.67 0.08
C 2.360 -1.670 0.365 0.30 -0.60 -0.46
C 1.051 -1.417 -0.016 -0.10 0.94 0.72
Co -2.620 0.852 -1.779 -1.22 2.42 0.34
C -3.905 1.802 -2.626 -2.46 0.67 -0.43
O -4.878 2.419 -2.780 1.86 -0.99 0.01
C -1.778 2.467 -1.689 0.76 3.29 2.33
O -1.426 3.559 -1.520 -0.70 -2.81 -0.84
C -3.631 0.576 -0.346 -1.32 -0.17 3.60
O -4.253 0.420 0.619 1.29 0.27 -2.78
H -2.929 -1.216 -3.466 0.47 -0.13 0.18
H -1.662 -2.636 -1.392 -0.02 0.50 0.23
H 0.566 -3.762 -2.382 0.34 0.00 -0.05
H 2.963 -4.193 -1.828 -0.12 0.13 0.04
H 4.127 -2.822 -0.080 -0.28 -0.23 -0.04
H 2.801 -1.118 1.201 -0.17 -0.15 -0.39
H 0.414 -0.669 0.487 0.95 -0.82 -0.27
```
Positions in Å, forces in eV/Å.

Its spin multiplicity is 1. The calculation puts the HOMO-LUMO gap at 0.142 Eh.

4.
Density functional theory data (the ωB97M-V functional and the def2-TZVPD basis) for a structure of composition C22H15AuF5N5O4S.

The geometry in XYZ format:
```
53
Properties=species:S:1:pos:R:3:forces:R:3
Au -0.919 -0.563 -2.088 0.04 -0.22 -0.01
S -2.005 -1.472 -0.191 -0.06 0.15 -0.72
C -0.748 -1.576 0.939 0.63 -0.23 0.70
N -0.309 -2.690 1.497 -0.17 0.37 -0.34
N -0.636 -3.824 0.986 -0.11 0.00 -0.10
C -0.229 -5.048 1.543 0.05 0.00 0.04
C 0.575 -5.092 2.677 -0.06 -0.02 -0.05
C 0.950 -6.327 3.177 0.01 -0.01 -0.01
C 0.535 -7.499 2.558 0.02 -0.05 0.03
C -0.268 -7.439 1.428 0.02 0.00 0.02
C -0.655 -6.213 0.916 0.03 0.04 0.01
N -0.039 -0.430 1.406 0.03 -0.18 -0.13
N 0.124 0.397 0.500 -0.07 0.02 -0.10
C 0.810 1.588 0.847 -0.10 0.10 0.16
C 1.354 2.308 -0.209 0.06 -0.01 0.03
C 1.962 3.528 0.038 0.02 0.01 0.04
C 2.000 4.031 1.332 0.02 0.04 -0.05
C 1.442 3.310 2.381 -0.02 -0.03 0.06
C 0.850 2.081 2.148 -0.02 0.10 -0.05
H -1.160 -3.831 0.109 -0.03 -0.04 0.10
H 0.895 -4.173 3.146 0.00 -0.01 0.00
H 1.578 -6.375 4.057 -0.01 0.00 -0.01
H 0.841 -8.458 2.956 -0.01 0.01 -0.01
H -0.592 -8.350 0.943 -0.01 0.01 -0.01
H -1.278 -6.154 0.030 0.01 0.00 0.01
H 1.288 1.915 -1.216 0.03 -0.03 0.03
H 2.385 4.093 -0.782 0.01 0.00 0.01
H 2.454 4.994 1.525 0.00 -0.01 -0.01
H 1.455 3.717 3.384 0.01 -0.01 -0.01
H 0.383 1.524 2.950 0.01 -0.02 -0.03
F -0.614 -3.436 -2.277 -0.01 0.17 -0.06
C 0.143 -2.294 -2.262 0.00 -0.27 0.23
F 1.022 -2.451 -1.230 -0.07 0.11 -0.06
C 0.983 -2.320 -3.550 0.06 0.07 -0.12
F 0.185 -2.270 -4.621 0.00 0.03 0.03
F 1.800 -1.261 -3.575 -0.03 0.00 0.00
F 1.725 -3.424 -3.632 -0.03 0.00 0.03
O -0.236 1.695 -3.302 0.33 -0.53 -0.04
C -1.085 2.048 -2.479 -0.34 0.31 0.25
O -1.933 1.227 -1.971 -0.24 0.18 0.32
C -1.097 3.443 -1.932 -0.02 -0.01 -0.17
C -0.422 4.454 -2.604 0.04 -0.04 -0.04
C -0.310 5.716 -2.040 0.02 0.04 -0.02
C -0.843 5.967 -0.785 -0.04 -0.02 -0.02
C -1.500 4.939 -0.132 0.03 -0.04 -0.07
C -1.657 3.684 -0.686 -0.01 -0.03 0.03
N -2.034 5.186 1.218 -0.14 0.03 0.06
O -2.427 4.230 1.852 0.01 -0.08 0.00
O -2.057 6.334 1.614 0.09 0.05 -0.01
H 0.030 4.226 -3.560 -0.01 0.03 0.00
H 0.210 6.504 -2.570 -0.01 -0.01 0.01
H -0.757 6.933 -0.310 0.01 0.00 0.00
H -2.172 2.899 -0.152 0.02 0.02 0.02
```
Positions in Å, forces in eV/Å.

Its spin multiplicity is 1. The calculation puts the HOMO-LUMO gap (spin up / spin down) at 0.206 / 0.200 Eh.